{
  "formula": "C15H30O15",
  "method": "ωB97M-V/def2-TZVPD",
  "homo_lumo_gap_ev": 11.086,
  "lumo_energy_ev": 0.6,
  "relative_energy_kj_mol": 298.3,
  "largest_force_ev_per_a": 6.0,
  "total_energy_ha": -1718.07237,
  "mol_weight_g_mol": 450.39,
  "elements": ["C", "H", "O", "C", "C", "O", "H", "H", "C", "H", "O", "C", "H", "C", "C", "O", "H", "H", "C", "C", "O", "C", "H", "H", "H", "O", "H", "C", "O", "H", "O", "H", "H", "O", "H", "C", "H", "H", "C", "H", "H", "O", "H", "O", "H", "H", "O", "H", "H", "H", "C", "O", "H", "C", "H", "H", "O", "O", "H", "H"],
  "xyz": [[-26.686, -25.333, 19.190], [-21.305, -29.135, 28.864], [-28.383, -30.673, 17.517], [-20.235, -28.447, 26.223], [-23.144, -26.830, 27.453], [-22.130, -26.056, 26.928], [-20.909, -26.727, 24.267], [-24.202, -23.454, 18.526], [-21.899, -24.831, 27.466], [-21.066, -22.359, 27.655], [-27.618, -30.224, 19.518], [-28.817, -26.020, 18.755], [-25.056, -30.369, 24.801], [-27.361, -30.057, 18.171], [-23.733, -26.181, 22.268], [-24.024, -28.961, 22.553], [-26.843, -28.538, 20.343], [-24.926, -23.242, 20.069], [-24.087, -28.171, 23.525], [-28.421, -30.911, 16.068], [-21.089, -29.136, 25.620], [-20.337, -23.136, 27.429], [-19.699, -23.333, 28.291], [-19.232, -26.460, 23.782], [-24.296, -25.259, 22.414], [-26.704, -25.755, 20.382], [-21.278, -30.425, 27.760], [-20.617, -29.702, 28.237], [-27.549, -25.629, 18.291], [-29.438, -30.772, 15.702], [-22.651, -24.294, 28.315], [-28.810, -27.063, 19.069], [-20.126, -27.964, 23.613], [-19.542, -27.429, 25.639], [-24.101, -26.398, 27.159], [-19.904, -27.146, 24.299], [-26.695, -30.014, 21.401], [-25.612, -29.728, 20.129], [-24.701, -24.005, 19.324], [-24.320, -26.728, 21.530], [-27.651, -30.359, 15.529], [-19.872, -28.723, 27.397], [-22.662, -26.175, 22.069], [-23.909, -26.861, 23.511], [-23.002, -27.005, 28.520], [-28.167, -31.944, 15.832], [-24.247, -28.479, 24.860], [-19.805, -22.637, 26.618], [-23.998, -24.721, 19.748], [-23.403, -30.355, 25.185], [-24.320, -29.790, 25.358], [-20.833, -24.267, 26.918], [-23.286, -27.747, 26.882], [-26.665, -29.612, 20.389], [-29.584, -26.019, 17.981], [-29.044, -25.488, 19.679], [-25.815, -24.560, 18.562], [-26.510, -29.406, 17.642], [-19.942, -30.262, 28.884], [-24.634, -29.892, 26.396]]
}